Record 1
The following is a DFT calculation (ωB97M-V/def2-TZVPD) of 2 unconnected molecules or ions with the total composition C4H14N2 at a distorted geometry.

```
20
Properties=species:S:1:pos:R:3:forces:R:3:nbo_charge:R:1
C 1.8631 -0.4611 1.4721 -3.3 0.3 -0.3 -0.621
C 3.0975 -0.0646 0.7426 1.9 2.1 0.5 -0.242
N 2.8023 0.1909 -0.7199 1.4 -1.3 -0.3 -0.846
H 0.9784 0.2108 1.0520 1.8 -1.3 1.4 0.207
H 1.4915 -1.5354 1.2952 0.9 1.4 0.0 0.211
H 1.9956 -0.3626 2.5705 -0.3 0.1 -0.6 0.211
H 3.5285 0.9821 1.0542 -1.1 -1.9 0.3 0.174
H 3.8830 -0.7699 1.1954 -0.4 0.6 -2.0 0.195
H 3.0224 1.1509 -0.9683 -0.2 0.1 0.6 0.355
H 3.4613 -0.2853 -1.3586 -0.6 -0.3 0.7 0.358
C -3.8422 -0.3273 -0.3776 0.4 0.6 -0.3 -0.425
N -2.4277 -0.1682 -0.8969 -3.3 -1.0 -3.2 -0.628
C -1.4701 0.6103 -0.2648 1.4 1.3 1.9 -0.409
H -3.8966 -0.1619 0.7051 0.0 -0.1 -0.2 0.190
H -4.5043 0.4747 -0.9092 0.8 -1.6 1.1 0.176
H -4.1638 -1.3756 -0.6069 0.0 1.1 0.2 0.207
H -2.7083 0.4294 -1.6946 1.0 -1.1 0.0 0.338
H -2.0068 1.5230 0.0767 0.9 -0.1 1.0 0.153
H -0.7674 0.9892 -1.0151 0.1 -0.3 0.1 0.205
H -0.8260 0.0284 0.4878 -1.4 1.1 -0.7 0.193
```
Forces are in eV/Å.

The structure (SMILES) is CCN.CNC. Its energy above the lowest of the compared OMol25 structures with the same formula, charge and spin is 222.8 kJ/mol. Its spin multiplicity is 1. Its LUMO energy is 0.040 hartree. The charge is 0.

---

Record 2
The following is a DFT calculation (ωB97M-V/def2-TZVPD) of 12 unconnected molecules or ions with the total composition C20H64O12 at a distorted geometry.

```
96
Properties=species:S:1:pos:R:3:forces:R:3:mulliken_charge:R:1
C -10.3206 -26.4676 2.9410 -0.1 2.0 0.0 0.285
C -9.4558 -25.4948 2.0681 -0.4 -1.4 0.4 -0.521
O -8.1192 -25.5628 2.4186 1.3 1.3 0.1 -0.584
H -10.1038 -26.3786 4.0117 0.0 0.2 -0.2 -0.203
H -10.2200 -27.5016 2.6799 0.3 -0.5 -0.4 0.063
H -11.3596 -26.1867 2.7811 -0.3 -0.1 0.1 0.093
H -9.7068 -24.4218 2.0858 -0.5 -0.6 0.0 0.320
H -9.4950 -25.9281 1.0785 -0.6 0.5 -0.9 0.264
H -7.9574 -26.3696 2.8766 0.4 -1.1 0.5 0.211
C -10.8669 -31.1823 1.3389 -0.9 -0.8 -0.3 -1.080
C -11.7069 -30.1591 0.6286 0.2 -2.6 -1.0 -0.363
O -11.3021 -28.8880 0.9348 -0.7 2.1 0.0 -0.296
H -11.1625 -32.1740 1.0285 -0.5 -0.4 -0.2 0.497
H -11.0444 -31.1834 2.3876 0.0 0.3 1.1 0.103
H -9.8301 -31.1986 1.1325 1.2 0.7 -0.3 0.251
H -12.7636 -30.3725 0.7812 -0.3 0.3 0.8 0.237
H -11.6428 -30.3258 -0.4389 0.5 -0.1 -0.6 0.509
H -11.9497 -28.3582 0.4361 0.6 0.5 0.5 0.220
C -14.9618 -28.4566 1.6862 0.3 0.4 -1.0 -1.566
C -14.2428 -27.1957 2.1413 -1.4 -1.5 0.5 2.011
O -14.9148 -26.0658 1.6596 -0.4 -0.7 -0.2 -0.680
H -14.7945 -28.6458 0.6306 -0.1 0.4 -0.5 0.411
H -16.0414 -28.4617 1.8000 0.0 0.0 0.6 0.379
H -14.4552 -29.2896 2.1173 -0.1 -0.8 0.9 0.296
H -13.2576 -27.2832 1.7555 1.3 0.3 -0.3 -0.586
H -14.1891 -27.2610 3.2423 0.0 0.5 -0.2 -0.710
H -14.5227 -25.3385 2.1142 0.4 1.4 0.2 0.383
C -11.8850 -23.5536 3.9186 -0.1 1.4 0.4 -1.436
C -13.2865 -24.0801 3.9239 0.6 -0.1 1.3 1.203
O -14.0194 -23.5532 2.8451 0.7 0.2 -0.7 -0.680
H -11.4733 -23.6049 2.9478 0.6 -0.7 -1.1 0.274
H -11.1981 -23.9598 4.6744 -0.5 0.0 -0.3 0.231
H -11.9653 -22.4849 4.0235 0.2 0.7 0.6 0.471
H -13.7615 -23.8161 4.8872 0.1 -0.4 -0.4 0.324
H -13.1691 -25.1405 3.8446 -0.6 -1.0 0.1 -0.665
H -14.9347 -23.5741 3.0720 -1.0 0.1 0.2 0.360
C -13.3509 -29.3178 7.7055 0.9 -0.9 -1.7 0.168
C -13.4899 -28.4027 8.8164 -1.0 0.7 2.0 -0.499
O -13.8259 -27.0825 8.3812 0.1 -0.3 0.1 -0.594
H -13.5303 -30.3033 8.1370 0.2 -0.2 -0.6 0.449
H -12.3176 -29.2124 7.3940 0.3 -0.6 -0.6 -0.349
H -13.9634 -29.1396 6.8039 -0.1 -0.1 0.8 -0.191
H -12.5608 -28.4139 9.4087 -0.3 0.3 -0.1 0.284
H -14.2839 -28.8057 9.4452 -0.2 0.5 0.4 0.443
H -13.6600 -26.4842 9.1129 -0.1 0.3 0.0 0.262
C -9.3411 -29.2526 7.8251 1.1 -0.8 0.8 -0.146
C -8.4622 -30.5038 7.9301 0.0 1.1 1.6 -0.860
O -7.3901 -30.6600 7.0430 -0.6 -0.5 -1.1 -0.519
H -8.7704 -28.3477 7.9767 -0.1 0.4 0.1 0.357
H -10.0902 -29.3869 8.5872 -0.2 0.3 0.8 0.425
H -9.9126 -29.2550 6.9427 -0.3 0.2 -1.5 -0.273
H -9.1436 -31.2975 7.7910 -0.4 -1.4 -0.2 0.362
H -8.0303 -30.5664 8.9486 -0.5 -0.1 -0.2 0.406
H -6.6711 -30.1227 7.3205 0.9 0.7 0.4 0.254
C -16.3795 -27.7359 5.9002 -1.1 -0.1 -2.6 -1.170
C -15.7317 -26.4166 5.4478 0.2 -0.9 1.3 -0.242
O -14.3305 -26.5409 5.6442 0.4 0.4 -1.1 0.036
H -15.9426 -28.4972 5.2048 -0.3 0.2 0.9 0.220
H -17.4712 -27.7074 5.6270 0.8 -0.1 0.5 0.396
H -16.2632 -28.0161 6.9423 0.2 0.2 0.1 0.309
H -16.0909 -25.6288 6.0991 -0.3 0.6 -0.2 0.369
H -15.9187 -26.1918 4.3841 0.0 -0.1 0.5 0.308
H -14.1606 -26.8961 6.5155 -0.1 0.1 0.5 -0.050
C -7.5231 -26.2508 5.4812 -0.6 -0.3 3.4 -1.714
C -7.9656 -27.6672 5.2635 2.0 0.8 0.0 2.077
O -7.5594 -27.9390 3.9268 -1.2 -0.6 -0.1 -0.501
H -6.5257 -25.9658 5.1815 0.3 -0.3 0.0 0.373
H -7.7071 -26.0955 6.5793 0.7 0.3 -0.6 0.354
H -8.2270 -25.6024 5.0692 -0.9 1.2 -1.2 0.454
H -9.0053 -27.7512 5.4397 -1.2 -0.2 -0.5 -1.228
H -7.5502 -28.3462 6.0129 0.5 -0.1 -0.5 0.026
H -6.8318 -28.5367 3.9677 0.8 -0.7 -0.2 0.313
C -7.9557 -31.5804 4.1301 0.1 -0.8 -1.2 0.346
O -7.0287 -32.3338 4.8826 -0.3 -0.9 -1.3 -0.648
H -8.8519 -32.1748 3.7286 1.2 0.7 0.7 0.150
H -7.3414 -31.2429 3.3016 -0.4 0.1 -0.7 0.020
H -8.2708 -30.6772 4.6163 -0.4 0.3 0.6 -0.256
H -7.0908 -32.0853 5.7799 -0.2 0.5 1.7 0.433
C -7.9040 -29.0092 1.2108 -0.7 -0.3 0.9 -0.507
O -8.5450 -28.7763 -0.0016 -0.7 0.4 -0.2 -0.579
H -7.2855 -28.2216 1.5467 1.1 1.0 -0.2 0.443
H -7.4016 -29.9429 1.2852 0.8 -0.9 -0.7 0.489
H -8.5971 -29.0894 2.0261 -0.9 0.0 0.4 -0.088
H -9.3756 -28.3464 0.2787 0.3 -0.4 -0.7 0.324
C -12.1730 -28.9943 4.3544 0.0 0.1 -1.0 0.094
O -10.9839 -29.5030 4.8771 0.6 -0.5 1.3 -0.453
H -12.2589 -29.3258 3.3225 -0.4 -0.1 -0.2 -0.130
H -12.1212 -27.9037 4.3120 -0.6 0.0 0.4 -0.103
H -12.9838 -29.4195 4.9393 -0.2 0.4 0.0 0.241
H -10.3450 -29.6083 4.1848 0.5 0.0 -0.6 -0.033
C -10.9439 -26.1781 6.4191 -3.5 0.4 0.2 0.438
O -11.2675 -26.3071 7.7771 0.9 0.5 1.4 -0.756
H -10.0529 -25.6604 6.3141 1.9 0.6 -0.2 0.510
H -11.7626 -25.5327 5.9662 0.9 -1.0 -0.1 -0.073
H -10.9802 -27.1906 6.0776 0.5 -0.4 -1.3 -0.591
H -12.0869 -26.7870 7.7910 -0.6 -0.1 0.2 0.392
```
Forces are in eV/Å.

The structure (SMILES) is CCO.CCO.CCO.CCO.CCO.CCO.CCO.CCO.CO.CO.CO.CO. Its energy above the lowest of the compared OMol25 structures with the same formula, charge and spin is 326.3 kJ/mol. Its spin multiplicity is 1. Its LUMO energy is 0.012 hartree. The charge is 0.

---

Record 3
The following is a DFT calculation (ωB97M-V/def2-TZVPD) of a molecular structure, C35H23F15N5O4OsS.

```
84
Properties=species:S:1:pos:R:3:forces:R:3:mulliken_charge:R:1
Os 0.1009 0.5312 -0.0516 0.3 0.4 -0.1 1.124
C -0.2803 -5.3182 3.6672 0.0 0.1 0.0 -1.585
C -0.5902 -4.1925 2.7137 0.1 0.0 0.0 0.713
C -1.8148 -3.5337 2.7337 -0.1 0.1 0.0 -1.284
C -2.0617 -2.4755 1.8830 -0.1 0.0 0.1 -0.215
C -1.1024 -2.0325 0.9648 -0.2 0.0 0.0 -0.215
N -1.3678 -0.9115 0.1750 0.1 -0.1 0.2 0.987
C -2.6014 -0.8638 -0.4724 0.0 -0.2 0.1 -0.030
C -3.1429 -2.0488 -1.0024 0.0 -0.1 0.0 0.026
C -4.3780 -2.0786 -1.6136 0.1 -0.1 0.0 -1.048
C -5.1440 -0.9248 -1.7457 0.0 0.1 0.0 0.691
C -6.4773 -0.9392 -2.4476 0.1 0.0 0.0 -1.638
C -4.6174 0.2458 -1.2291 -0.1 0.0 0.0 -1.017
C -3.3750 0.2955 -0.6002 0.0 0.1 0.0 -1.194
C -2.8477 1.5741 0.0221 0.1 0.0 0.3 2.298
O -1.4844 1.6885 -0.0540 0.0 -0.2 -0.4 -0.825
C -3.3392 2.8523 -0.7229 0.0 0.1 0.0 0.311
F -3.1687 2.7131 -2.0456 0.0 0.0 0.1 -0.262
F -2.6529 3.9321 -0.3419 -0.1 -0.1 0.0 -0.234
F -4.6447 3.1325 -0.5144 0.0 0.0 0.0 -0.272
C -3.3240 1.6437 1.5055 0.0 0.0 0.0 0.423
F -4.6642 1.5273 1.6120 0.1 0.0 0.0 -0.318
F -2.9783 2.7943 2.0974 0.0 0.0 0.0 -0.273
F -2.7908 0.6469 2.2227 -0.1 0.0 0.0 -0.109
C 0.1123 -2.7134 0.9112 0.2 0.0 -0.1 -1.120
C 0.3505 -3.7681 1.7900 0.0 -0.1 0.0 -0.658
C 1.1132 -2.3645 -0.1868 0.1 0.1 -0.1 1.989
O 1.0210 -1.1047 -0.7560 -0.2 -0.2 0.1 -0.608
C 0.8840 -3.3468 -1.3701 0.0 0.1 -0.1 0.280
F 1.8131 -3.1955 -2.3308 -0.1 0.0 0.1 -0.263
F -0.3094 -3.1232 -1.9335 0.0 0.0 0.0 -0.166
F 0.9133 -4.6388 -0.9978 0.0 0.0 0.0 -0.276
C 2.5903 -2.5279 0.3077 0.0 0.1 0.0 0.248
F 2.9806 -3.8103 0.4853 0.0 0.0 0.0 -0.292
F 2.7584 -1.8985 1.4820 0.0 0.0 -0.1 -0.199
F 3.4599 -1.9970 -0.5588 -0.1 -0.1 0.1 -0.225
H -1.1919 -5.7185 4.1122 0.0 0.0 0.0 0.384
H 0.3638 -4.9754 4.4809 0.0 0.0 0.0 0.285
H 0.2371 -6.1363 3.1629 0.0 0.0 0.0 0.368
H -2.5803 -3.8429 3.4380 0.0 0.0 0.0 0.321
H -3.0080 -1.9512 1.9242 0.0 0.0 0.0 0.551
H -2.5648 -2.9590 -0.9167 0.0 0.0 0.0 0.407
H -4.7513 -3.0199 -2.0053 0.0 0.0 0.0 0.370
H -7.0077 -1.8762 -2.2710 0.0 0.0 0.0 0.385
H -6.3536 -0.8301 -3.5285 0.0 0.0 0.0 0.298
H -7.1133 -0.1216 -2.1059 0.0 0.0 0.0 0.390
H -5.2123 1.1459 -1.3039 0.0 0.0 0.0 0.484
H 1.2904 -4.3001 1.7482 0.0 0.0 0.0 0.604
S 0.2614 0.4080 2.2330 -0.1 0.1 -0.1 -0.643
C 1.8374 1.1186 2.4436 -0.4 -0.1 0.3 0.258
N 2.2985 1.6111 3.5412 0.0 0.0 0.0 -0.366
N 1.4380 1.6582 4.5642 0.0 -0.1 -0.1 0.290
C 1.7894 2.2926 5.7496 0.0 0.1 0.1 0.399
C 3.0827 2.7547 5.9837 0.1 0.0 -0.1 -0.365
C 3.3866 3.3622 7.1911 0.0 0.0 0.0 -0.493
C 2.4245 3.5202 8.1795 0.0 0.0 0.0 -0.543
C 1.1360 3.0586 7.9395 0.0 0.0 0.0 -0.495
C 0.8180 2.4496 6.7389 -0.1 0.0 0.0 -0.402
N 2.7260 1.1448 1.3908 0.5 0.1 -0.1 -0.840
N 2.2845 0.8483 0.2758 -0.4 -0.3 -0.1 1.675
C 3.2632 0.8564 -0.7857 0.1 0.0 -0.1 0.024
C 4.6132 1.0140 -0.4927 0.0 0.0 0.1 -0.278
C 5.5474 1.0004 -1.5135 0.0 0.0 0.0 -0.764
C 5.1444 0.8257 -2.8292 0.0 0.0 0.0 -0.490
C 3.7971 0.6638 -3.1151 0.0 0.0 0.0 -1.034
C 2.8573 0.6780 -2.0997 -0.1 0.0 0.0 0.144
H 0.4528 1.5168 4.3580 0.0 0.0 0.0 0.266
H 3.8298 2.6368 5.2115 0.0 0.0 0.0 0.384
H 4.3949 3.7205 7.3588 0.0 0.0 0.0 0.342
H 2.6723 3.9971 9.1184 0.0 0.0 0.0 0.364
H 0.3677 3.1743 8.6939 0.0 0.0 0.0 0.339
H -0.1893 2.0912 6.5565 0.0 0.0 0.0 0.356
H 4.9198 1.1400 0.5352 0.0 0.0 0.0 0.440
H 6.5967 1.1231 -1.2773 0.0 0.0 0.0 0.399
H 5.8766 0.8120 -3.6270 0.0 0.0 0.0 0.403
H 3.4698 0.5234 -4.1370 0.0 0.0 0.0 0.433
H 1.8143 0.5486 -2.3346 0.0 0.0 0.0 0.329
F 2.0267 4.2637 -2.2954 0.0 0.1 0.0 -0.255
C 1.1300 4.5979 -1.3472 0.0 -0.1 0.0 0.667
F 1.5693 5.7078 -0.7520 0.0 0.1 0.0 -0.282
F -0.0233 4.8920 -1.9683 0.0 0.0 0.0 -0.243
C 0.9364 3.4431 -0.3336 -0.1 -0.3 -0.3 0.585
O 1.0329 3.6570 0.8482 0.0 0.0 0.2 -0.649
O 0.7059 2.3296 -0.9458 0.2 0.3 0.3 -0.567
```
Forces are in eV/Å.

Its energy above the lowest of the compared OMol25 structures with the same formula, charge and spin is 26.1 kJ/mol. Its spin multiplicity is 1. Its LUMO energy is 0.053 hartree. The charge is -1.

---

Record 4
The following is a DFT calculation (ωB97M-V/def2-TZVPD) of 2 unconnected molecules or ions with the total composition C3H4NOS at a distorted geometry.

```
10
Properties=species:S:1:pos:R:3:forces:R:3:nbo_charge:R:1
C 1.8953 1.2616 0.5609 0.2 -1.8 -1.5 0.480
C 1.3971 -0.8957 -0.5929 0.6 -2.5 -0.6 -0.291
C -2.3986 0.1313 0.0554 0.4 -2.6 0.1 0.329
N 1.7757 0.3314 -0.1048 -0.3 2.0 2.1 -0.207
O -1.2094 0.0260 -0.2249 -2.3 0.6 0.5 -0.565
S 0.5030 -1.9331 0.2432 0.4 0.8 -0.2 0.427
H 2.1762 2.0646 1.1874 0.0 0.7 0.4 0.296
H 1.9509 -1.2079 -1.4816 -0.4 0.5 -0.1 0.261
H -3.0536 0.9517 -0.1294 0.1 1.5 -0.4 0.142
H -3.0366 -0.7299 0.4867 1.3 0.7 -0.3 0.127
```
Forces are in eV/Å.

Its energy above the lowest of the compared OMol25 structures with the same formula, charge and spin is 166.1 kJ/mol. Its spin multiplicity is 1. Its LUMO energy is -0.234 hartree. The charge is +1.

---

Q: charge of number 2 (C20H64O12)?
A: 0

---

Q: Number 1 is which compound?
A: C4H14N2

---

Q: The highest energy above the lowest of the compared OMol25 structures with the same formula, charge and spin belongs to which entry?
A: C20H64O12

---

What did the fourth record say?
The following is a DFT calculation (ωB97M-V/def2-TZVPD) of 2 unconnected molecules or ions with the total composition C3H4NOS at a distorted geometry.

```
10
Properties=species:S:1:pos:R:3:forces:R:3:nbo_charge:R:1
C 1.8953 1.2616 0.5609 0.2 -1.8 -1.5 0.480
C 1.3971 -0.8957 -0.5929 0.6 -2.5 -0.6 -0.291
C -2.3986 0.1313 0.0554 0.4 -2.6 0.1 0.329
N 1.7757 0.3314 -0.1048 -0.3 2.0 2.1 -0.207
O -1.2094 0.0260 -0.2249 -2.3 0.6 0.5 -0.565
S 0.5030 -1.9331 0.2432 0.4 0.8 -0.2 0.427
H 2.1762 2.0646 1.1874 0.0 0.7 0.4 0.296
H 1.9509 -1.2079 -1.4816 -0.4 0.5 -0.1 0.261
H -3.0536 0.9517 -0.1294 0.1 1.5 -0.4 0.142
H -3.0366 -0.7299 0.4867 1.3 0.7 -0.3 0.127
```
Forces are in eV/Å.

Its energy above the lowest of the compared OMol25 structures with the same formula, charge and spin is 166.1 kJ/mol. Its spin multiplicity is 1. Its LUMO energy is -0.234 hartree. The charge is +1.